Entry 1:
Below is one molecule with the formula C7H10N2, with properties calculated with ωB97M-V with the def2-TZVPD basis set.

The net charge is 0. As for the structure (SMILES): C[C@@H](C#N)CCC=C=N. The calculation puts the highest occupied orbital energy at -0.3238 Ha. For the electronic energy, the calculation gives -382.14728 Ha. The calculation puts the gap between HOMO and LUMO at 9.61 eV. For the LUMO energy, the calculation gives 0.8 eV.

Last column: natural (NBO) charge in e.
Geometry (Å):
C  2.01897  0.55748  1.09755  -0.599
C  1.54014  0.25374  -0.31475  -0.326
C  2.01360  -1.09450  -0.54461  0.280
N  2.21967  -2.20751  -0.76150  -0.320
C  -0.00596  0.41486  -0.41333  -0.373
C  -0.83994  -0.67520  0.35527  -0.419
C  -1.97212  -1.35856  -0.36363  -0.416
C  -2.56312  -0.95045  -1.45776  0.402
N  -2.92219  -0.63684  -2.59079  -0.642
H  1.30283  0.18578  1.75886  0.210
H  2.13533  1.64582  1.43046  0.222
H  2.91961  0.03171  1.32293  0.226
H  1.98673  0.92036  -1.21828  0.254
H  -0.32420  0.25179  -1.40722  0.220
H  -0.30150  1.41440  -0.07085  0.215
H  -0.17261  -1.31586  0.83612  0.222
H  -1.21670  -0.15282  1.20203  0.208
H  -2.44456  -2.35169  -0.09321  0.259
H  -3.86166  -0.11457  -2.68404  0.377



Entry 2:
Below is one molecule with the formula C7H10N2, with properties calculated with ωB97M-V with the def2-TZVPD basis set.

The net charge is 0. As for the structure (SMILES): C=N/N=c1/c(C)c1CC. The calculation puts the highest occupied orbital energy at -0.2889 Ha. For the electronic energy, the calculation gives -382.06459 Ha. The calculation puts the gap between HOMO and LUMO at 8.61 eV. For the LUMO energy, the calculation gives 0.7 eV.

Last column: natural (NBO) charge in e.
Geometry (Å):
C  -2.68203  3.22783  1.91737  -0.120
N  -2.57129  2.19126  1.18885  -0.249
N  -1.81101  2.23598  0.03827  -0.400
C  -1.08566  1.24241  -0.30196  0.255
C  -0.20748  0.69675  -1.24319  0.037
C  0.50227  0.79167  -2.46347  -0.689
C  -0.37944  -0.00726  -0.10617  0.056
C  -0.06988  -1.11079  0.79880  -0.446
C  0.95026  -2.02811  0.13607  -0.601
H  -3.34166  3.20051  2.69508  0.170
H  -1.91422  4.01064  1.86622  0.146
H  -0.09806  0.61149  -3.37141  0.250
H  1.51113  0.26838  -2.59357  0.234
H  0.98075  1.76241  -2.51593  0.247
H  0.13724  -0.75281  1.74960  0.237
H  -1.06691  -1.75158  0.80096  0.236
H  0.69783  -1.98547  -0.88487  0.211
H  0.79196  -3.07884  0.47308  0.212
H  2.01723  -1.78928  0.44177  0.214



Entry 3:
Below is one molecule with the formula C7H10N2, with properties calculated with ωB97M-V with the def2-TZVPD basis set.

The net charge is 0. As for the structure (SMILES): C1=C[C@@H]2N[C@@H]2[C@@H]2CN2C1. The calculation puts the highest occupied orbital energy at -0.3254 Ha. For the electronic energy, the calculation gives -382.04052 Ha. The calculation puts the gap between HOMO and LUMO at 9.79 eV. For the LUMO energy, the calculation gives 0.9 eV.

Last column: natural (NBO) charge in e.
Geometry (Å):
C  -1.38896  -0.56613  0.83564  -0.152
C  -0.41450  -1.57215  0.66699  -0.242
C  0.32509  -1.45150  -0.63486  -0.112
N  1.72397  -1.02946  -0.76953  -0.575
C  0.81781  -0.09791  -1.31297  -0.109
C  0.64093  1.17838  -0.62079  -0.132
C  0.81259  1.22094  0.91284  -0.314
N  -0.41198  1.71071  0.26130  -0.387
C  -1.56659  0.79288  0.16648  -0.278
H  -2.03660  -0.87790  1.57318  0.192
H  -0.29309  -2.43781  1.28909  0.227
H  -0.09003  -2.23976  -1.35724  0.215
H  2.04027  -0.67992  0.10456  0.358
H  0.78523  -0.00306  -2.40496  0.216
H  0.89704  2.24185  -1.08776  0.233
H  1.53977  1.91420  1.51096  0.225
H  0.65462  0.07796  1.33685  0.215
H  -1.62910  0.52280  -0.98739  0.205
H  -2.40648  1.29587  0.51763  0.214



Entry 4:
Below is C7H10N2 as an isolated structure, with properties calculated with ωB97M-V with the def2-TZVPD basis set.

The net charge is 0. The calculation puts the highest occupied orbital energy (spin up / spin down) at -0.2707 / -0.2436 Ha. For the electronic energy, the calculation gives -381.97856 Ha. The calculation puts the gap between HOMO and LUMO (spin up / spin down) at 7.37 / 5.98 eV. For the LUMO energy (spin up / spin down), the calculation gives 0.0 / -0.7 eV.

Last column: natural (NBO) charge in e.
Geometry (Å):
C  -1.05090  -0.78368  0.49771  -0.467
C  -1.22210  0.54248  -0.21790  0.160
C  0.35505  -0.33469  0.91114  0.126
C  1.29626  -0.46091  -0.74430  -0.119
C  -2.11304  1.17402  -0.96271  -0.419
C  1.10033  -0.54420  2.02073  -0.604
C  0.97061  -1.15902  -1.81147  -0.482
N  0.00951  1.04886  0.30724  -0.076
N  0.44744  2.23071  0.37435  -0.402
H  1.14812  2.25049  1.12312  0.325
H  -1.71311  -0.86508  1.36088  0.237
H  -1.10769  -1.67927  -0.11552  0.229
H  2.25611  -0.01141  -0.51620  0.196
H  -1.95020  2.20188  -1.25488  0.229
H  -3.03631  0.68845  -1.24359  0.217
H  1.96081  0.07035  2.24747  0.206
H  0.97502  -1.45214  2.59208  0.223
H  -0.04464  -1.47941  -2.01870  0.203
H  1.71872  -1.43742  -2.54943  0.221



Entry 5:
Below is C7H10N2O as an isolated structure, with properties calculated with ωB97M-V with the def2-TZVPD basis set.

The net charge is 0. The calculation puts the highest occupied orbital energy (spin up / spin down) at -0.2742 / -0.2742 Ha. For the electronic energy, the calculation gives -457.27911 Ha. The calculation puts the gap between HOMO and LUMO (spin up / spin down) at 7.30 / 7.33 eV. For the LUMO energy (spin up / spin down), the calculation gives -0.2 / -0.1 eV.

Last column: natural (NBO) charge in e.
Geometry (Å):
C  -1.55432  0.70790  0.82003  -0.310
C  -1.36270  1.52962  -0.17360  0.250
C  0.99487  0.55696  0.92472  0.528
C  1.98010  -0.50349  0.33103  -0.527
C  1.13085  -1.57841  -0.18585  -0.234
C  -0.30571  -0.00691  0.67643  -0.020
C  -0.77204  2.19038  -1.26137  -0.723
N  -0.22732  -1.12153  -0.21552  -0.271
N  -1.30863  -2.07032  -0.07529  -0.636
O  1.41282  1.61003  1.39051  -0.579
H  -2.40066  0.53417  1.54374  0.220
H  2.44835  0.06676  -0.47829  0.231
H  2.70625  -0.64429  1.23189  0.252
H  1.41125  -1.97632  -1.20142  0.211
H  1.15483  -2.43853  0.54786  0.176
H  -1.40685  3.11223  -1.48335  0.254
H  -0.80299  1.53251  -2.10796  0.255
H  0.25625  2.53412  -1.11577  0.254
H  -2.01040  -1.38683  -0.07267  0.353
H  -1.34396  -2.64805  0.90487  0.316



Entry 6:
Below is one molecule with the formula C7H10N2O2, with properties calculated with ωB97M-V with the def2-TZVPD basis set.

The net charge is 0. As for the structure (SMILES): CN=C=C/C=C\C/C=[N+](\[O-])O. The calculation puts the highest occupied orbital energy at -0.2886 Ha. For the electronic energy, the calculation gives -532.53920 Ha. The calculation puts the gap between HOMO and LUMO at 8.54 eV. For the LUMO energy, the calculation gives 0.7 eV.

Last column: natural (NBO) charge in e.
Geometry (Å):
C  1.23459  2.38313  -0.19307  -0.430
N  -0.07804  1.93484  -0.50818  -0.406
C  -0.91663  1.27457  0.05027  0.466
C  -2.03734  0.73335  0.47449  -0.496
C  -2.48741  -0.62467  0.31306  -0.180
C  -1.82452  -1.62083  -0.27985  -0.217
C  -0.42446  -1.49916  -0.79965  -0.505
C  0.53003  -1.20342  0.31150  -0.022
N  1.73208  -0.83037  0.06938  0.360
O  2.29322  -0.63744  -1.00786  -0.519
O  2.53095  -0.60111  1.21934  -0.568
H  1.85833  2.22888  -1.07354  0.227
H  1.18217  3.45543  0.01053  0.214
H  1.67616  1.88116  0.67379  0.196
H  -2.70264  1.40393  1.00324  0.250
H  -3.47593  -0.81844  0.70861  0.214
H  -2.29179  -2.58833  -0.36779  0.207
H  -0.12421  -2.43080  -1.28944  0.240
H  -0.34425  -0.70584  -1.55030  0.250
H  0.24322  -1.32289  1.34163  0.228
H  3.42645  -0.41199  0.89387  0.490



Entry 7:
Below is one molecule with the formula C7H10N2O2S, with properties calculated with ωB97M-V with the def2-TZVPD basis set.

The net charge is 0. As for the structure (SMILES): NC[C@@](N)(C(=O)O)c1cccs1. The calculation puts the highest occupied orbital energy at -0.3309 Ha. For the electronic energy, the calculation gives -930.86749 Ha. The calculation puts the gap between HOMO and LUMO at 9.41 eV. For the LUMO energy, the calculation gives 0.4 eV.

Last column: natural (NBO) charge in e.
Geometry (Å):
N  0.91631  -2.40725  0.40110  -0.833
C  0.02569  -1.97285  -0.59499  -0.231
C  0.19296  -0.41528  -0.73132  0.020
N  1.48818  0.14402  -1.03846  -0.887
C  -0.73725  -0.01164  -1.95911  0.773
O  -1.91619  -0.28418  -2.03234  -0.591
O  -0.06943  0.44225  -2.98492  -0.670
C  -0.41500  0.39647  0.64068  -0.199
C  -1.37537  1.36860  0.64683  -0.257
C  -1.31067  2.11463  1.88414  -0.247
C  -0.40679  1.71624  2.75924  -0.379
S  0.52228  0.35249  2.08311  0.354
H  1.84690  -1.85561  0.25295  0.333
H  0.66124  -2.35146  1.40185  0.379
H  -0.89325  -2.24691  -0.13126  0.238
H  0.38519  -2.39937  -1.54523  0.191
H  2.01397  0.36619  -0.15931  0.400
H  2.09143  -0.46422  -1.61072  0.373
H  0.91706  0.59137  -2.75215  0.511
H  -1.91521  1.68614  -0.24115  0.248
H  -1.85683  3.13189  1.97253  0.232
H  -0.16521  2.09848  3.73853  0.241



Entry 8:
Below is one molecule with the formula C7H10N2O2S, with properties calculated with ωB97M-V with the def2-TZVPD basis set.

The net charge is 0. As for the structure (SMILES): CCOC(=O)n1ccn(C)c1=S. The calculation puts the highest occupied orbital energy at -0.2943 Ha. For the electronic energy, the calculation gives -930.86623 Ha. The calculation puts the gap between HOMO and LUMO at 8.69 eV. For the LUMO energy, the calculation gives 0.7 eV.

Last column: natural (NBO) charge in e.
Geometry (Å):
C  -0.95378  -1.23942  -3.78438  -0.662
C  0.30901  -1.68132  -3.01932  -0.079
O  0.53453  -0.70647  -1.91899  -0.557
C  -0.18884  -0.86754  -0.73280  0.923
O  -1.16881  -1.55692  -0.61900  -0.543
N  0.38983  0.12827  0.04918  -0.461
C  1.37428  1.03872  -0.33925  -0.072
C  1.58987  1.82379  0.69212  -0.051
N  0.67403  1.45131  1.68704  -0.412
C  0.41877  2.19748  2.84717  -0.408
C  -0.03930  0.30602  1.37986  0.224
S  -1.27765  -0.37649  2.19109  -0.137
H  -1.70118  -1.44411  -2.98006  0.240
H  -0.80688  -0.17520  -4.12139  0.218
H  -1.33581  -1.86459  -4.71782  0.224
H  1.18387  -1.43534  -3.69461  0.189
H  0.31445  -2.79608  -2.72994  0.208
H  2.01861  1.01012  -1.26590  0.265
H  2.07383  2.83302  0.86673  0.238
H  1.36580  2.90195  2.95839  0.197
H  0.38124  1.63732  3.82747  0.245
H  -0.48427  2.94043  2.68967  0.214



Entry 9:
Below is one molecule with the formula C7H10N2O3, with properties calculated with ωB97M-V with the def2-TZVPD basis set.

The net charge is 0. As for the structure (SMILES): CCOC(=O)[C@](N)(C#N)C(C)=O. The calculation puts the highest occupied orbital energy at -0.3589 Ha. For the electronic energy, the calculation gives -607.90607 Ha. The calculation puts the gap between HOMO and LUMO at 10.29 eV. For the LUMO energy, the calculation gives 0.5 eV.

Last column: natural (NBO) charge in e.
Geometry (Å):
C  -2.81516  0.39753  0.69029  -0.644
C  -2.04141  -0.64105  -0.13590  -0.084
O  -0.63957  -0.60914  0.34935  -0.490
C  0.12966  0.24607  -0.25142  0.821
O  -0.15905  0.92794  -1.20189  -0.594
C  1.59028  0.39439  0.63857  -0.192
N  1.22444  0.12791  1.95414  -0.781
C  2.19325  1.57000  0.22961  0.259
N  2.68606  2.50712  -0.23598  -0.264
C  2.43534  -0.77969  0.08606  0.615
C  3.00798  -0.49358  -1.30967  -0.760
O  2.46807  -1.87028  0.61662  -0.512
H  -3.14759  -0.06130  1.67346  0.226
H  -2.01110  1.22962  0.74725  0.224
H  -3.68058  0.80982  0.10380  0.228
H  -1.97272  -0.39971  -1.20585  0.215
H  -2.47242  -1.72363  0.03655  0.204
H  1.27093  0.95848  2.47053  0.369
H  1.78940  -0.54522  2.45634  0.396
H  3.70385  0.32618  -1.12524  0.254
H  2.35990  0.09116  -2.00216  0.263
H  3.46870  -1.34774  -1.88612  0.249



Entry 10:
Below is one molecule with the formula C7H10N2O3S2, with properties calculated with ωB97M-V with the def2-TZVPD basis set.

The net charge is 0. As for the structure (SMILES): O=[N+]([O-])C1=C[C@H]2CN2[C@@H]1SSCCO. The calculation puts the highest occupied orbital energy at -0.3258 Ha. For the electronic energy, the calculation gives -1404.10602 Ha. The calculation puts the gap between HOMO and LUMO at 7.35 eV. For the LUMO energy, the calculation gives -1.5 eV.

Last column: natural (NBO) charge in e.
Geometry (Å):
O  0.26464  1.55386  2.81220  -0.358
N  0.25720  1.14701  1.64664  0.469
O  1.27230  1.06702  0.88893  -0.453
C  -0.86748  0.66473  1.11274  0.001
C  -2.11687  0.50417  1.71548  -0.054
C  -3.03812  -0.14563  0.82822  -0.145
C  -3.25681  0.77288  -0.37750  -0.219
N  -2.41748  -0.38767  -0.40977  -0.395
C  -0.95232  -0.12134  -0.34724  -0.154
S  -0.01828  -1.75032  0.00870  0.103
S  0.88212  -1.93152  -1.83688  0.092
C  2.28644  -0.77708  -1.84298  -0.585
C  3.26692  -0.92589  -0.60637  -0.069
O  3.79692  0.33044  -0.20140  -0.721
H  -2.37227  0.80026  2.72681  0.248
H  -3.78685  -0.73112  1.28666  0.236
H  -4.13547  0.60100  -1.00773  0.223
H  -2.79594  1.80974  -0.40067  0.214
H  -0.52975  0.57044  -1.12288  0.252
H  2.86407  -1.16803  -2.74418  0.250
H  1.70110  0.15437  -1.75948  0.231
H  4.14464  -1.43171  -0.83194  0.188
H  2.49947  -1.38904  0.28112  0.163
H  3.05183  0.78345  0.18153  0.483